The following is a quantum chemistry calculation of a molecular structure, C4H9IN, from OMol25.

Cartesian coordinates (Å):
1 C -1.0247 -0.2025 -1.0945
2 C -1.1767 -1.6628 -2.4328
3 C 1.0393 0.7289 -0.2168
4 C -0.7739 -0.0610 1.2219
5 N -0.0433 -0.2702 -0.0586
6 I -2.4913 -1.4483 -3.9385
7 H -1.1691 0.7463 -1.5886
8 H -0.9342 -2.6332 -2.0312
9 H 1.7351 0.6759 0.6182
10 H 1.5779 0.5519 -1.1462
11 H 0.6008 1.7260 -0.2457
12 H -1.3099 0.8872 1.1760
13 H -1.5024 -0.8579 1.3638
14 H -0.0781 -0.0394 2.0583
15 H 0.3651 -1.2116 -0.0416

- Charge: +1
- Maximum force: 6.85 eV/A
- E_LUMO (spin up / spin down): -4.8 / -4.5 eV
- Energy above the lowest of the compared OMol25 structures with the same formula, charge and spin: 5.3872 eV
- HOMO level (spin up / spin down): -12.29 / -13.27 eV
- Total energy: -509.8055 Ha

natural (NBO) population analysis, charges in e, atoms 1 to 6: -0.01, -0.40, -0.42, -0.42, -0.43, 0.40